Formula: C5H8O4
Source: the OMol25 dataset
Level of theory: ωB97M-V/def2-TZVPD

## Properties
**Kohn-Sham gap**: 8.14 eV

```
! wB97M-V def2-TZVPD RIJCOSX def2/J DEFGRID3
* xyz 0 1
C -0.375 -0.733 0.596
C -0.658 0.035 -0.902
C 1.446 1.759 -0.085
C 0.042 1.393 0.319
C -0.622 -1.633 -0.795
O 0.941 -0.972 1.019
O -1.392 -0.977 1.361
O -0.701 2.072 0.943
O -1.693 -2.358 -0.586
H 0.928 -0.841 1.977
H -1.959 -1.988 0.535
H -1.638 0.504 -0.926
H 0.010 0.251 -1.727
H 0.314 -2.080 -1.126
H 1.814 2.575 0.536
H 1.439 2.097 -1.122
H 2.103 0.896 -0.017
*
```

---

Formula: C5H8O4
Source: the OMol25 dataset
Level of theory: ωB97M-V/def2-TZVPD

## Properties
**Kohn-Sham gap**: 9.62 eV
**Structure (SMILES)**: O=C[C@H]1OC[C@]1(O)CO

```
! wB97M-V def2-TZVPD RIJCOSX def2/J DEFGRID3
* xyz 0 1
O -3.158 -0.039 0.247
C -2.110 0.546 0.366
C -0.672 -0.250 0.589
O 0.459 0.496 0.168
C 0.837 0.783 1.530
C -0.323 -0.073 2.063
O -1.549 0.674 2.616
C 0.046 -1.300 2.862
O -0.942 -2.288 2.696
H -1.978 1.600 0.036
H -0.768 -1.266 0.185
H 1.856 0.439 1.754
H 0.733 1.852 1.766
H -1.306 1.103 3.442
H 1.029 -1.665 2.519
H 0.150 -1.006 3.923
H -0.876 -2.931 3.405
*
```

---

Formula: C5H8OS
Source: the OMol25 dataset
Level of theory: ωB97M-V/def2-TZVPD

## Properties
**Kohn-Sham gap**: 8.35 eV

```
! wB97M-V def2-TZVPD RIJCOSX def2/J DEFGRID3
* xyz 0 1
C 1.762 0.900 0.594
C -0.852 0.571 -0.548
C -0.181 0.096 -1.867
C 0.039 -0.405 0.241
C -0.590 -1.016 1.530
O 1.795 1.983 0.114
S 0.687 -1.321 -1.074
H 2.543 0.306 1.052
H -0.885 1.685 -0.378
H -1.887 0.257 -0.483
H -1.008 -0.204 -2.546
H 0.536 0.811 -2.220
H -1.549 -1.515 1.438
H -0.612 -0.303 2.421
H 0.203 -1.844 1.728
*
```

---

Formula: C5H8OS
Source: the OMol25 dataset
Level of theory: ωB97M-V/def2-TZVPD

## Properties
**Kohn-Sham gap**: 9.21 eV
**Structure (SMILES)**: C=C1OCC[C@H]1S

```
! wB97M-V def2-TZVPD RIJCOSX def2/J DEFGRID3
* xyz 0 1
C 1.503 -1.962 -0.053
C 1.004 -0.688 -0.066
O 1.227 0.259 -0.919
C 0.257 1.391 -0.705
C -0.713 1.275 0.477
C -0.346 -0.305 0.640
S -1.648 -1.291 -0.562
H 1.378 -2.658 0.949
H 2.418 -2.130 -0.420
H 0.629 2.384 -0.272
H -0.283 1.452 -1.607
H -0.321 1.749 1.313
H -1.778 1.509 0.080
H -0.346 -0.640 1.739
H -2.982 -0.345 -0.593
*
```

---

Taking the records one at a time from the top gives largest force on an atom values of 5.3, 2.8, 5.4, 6.0 eV Å⁻¹.
Taking the records one at a time from the top gives relative energy (zero: lowest compared OMol25 entry of this formula, charge and spin) values of 555.3, 298.5, 325.5, 430.0 kJ/mol.